# C3H7N2O2

A gas-phase ion, C3H7N2O2 (charge +1) at a distorted geometry (wB97M-V/def2-TZVPD, the Open Molecules 2025 dataset).

Geometry as XYZ:
```
14
C3H7N2O2, DFT wB97M-V/def2-TZVPD
C 0.642 1.076 -0.863
C 1.272 0.286 0.051
C -1.019 -0.245 0.100
N -0.676 0.836 -0.777
N 0.241 -0.418 0.838
O 2.644 0.084 0.569
O -1.486 -1.334 -0.593
H 1.126 1.714 -1.615
H -1.865 0.225 0.666
H -1.135 1.015 -1.634
H 0.415 -1.433 0.921
H 0.068 -0.086 1.740
H 3.101 0.974 0.825
H -2.418 -1.208 -0.794
```

Its frontier orbital gap (spin up / spin down) is 6.1 / 10.3 eV. The spin multiplicity is 3. The HOMO energy (spin up / spin down) is -0.3504 / -0.5987 Eh. For the energy above the lowest of the compared OMol25 structures with the same formula, charge and spin, the calculation gives 39.1 kcal/mol. Its electronic energy is -10287.1309 eV. Its charge is +1.

These are the Löwdin partial charges, in e, on atoms 1 to 5:
1. C -0.10
2. C -0.17
3. C -0.35
4. N 0.10
5. N 0.22

***

# C3H8N2

2 unconnected molecules or ions with the total composition C3H8N2 at a distorted geometry (wB97M-V/def2-TZVPD, the Open Molecules 2025 dataset).

Geometry as XYZ:
```
13
C3H8N2, DFT wB97M-V/def2-TZVPD
C -2.188 -2.287 0.375
N -1.068 -1.913 0.812
H -2.891 -2.902 0.980
H -2.648 -1.980 -0.583
H -0.233 -2.445 0.554
C 2.317 1.524 -0.032
C 1.111 1.758 -0.550
N -0.002 0.947 -0.473
H 2.421 0.641 0.586
H 3.069 2.297 -0.061
H 1.032 2.569 -1.270
H -0.044 0.423 0.382
H -0.876 1.367 -0.720
```

Its frontier orbital gap is 8.0 eV. The HOMO energy is -0.2947 Eh. The SMILES is C=CN.C=N. For the energy above the lowest of the compared OMol25 structures with the same formula, charge and spin, the calculation gives 103.7 kcal/mol. Its electronic energy is -6217.3513 eV.

These are the Löwdin partial charges, in e, on atoms 1 to 5:
1. C -0.14
2. N -0.03
3. H 0.06
4. H 0.06
5. H 0.08

***

# C7H15IO2S

2 unconnected molecules or ions with the total composition C7H15IO2S at a distorted geometry (wB97M-V/def2-TZVPD, the Open Molecules 2025 dataset).

Geometry as XYZ:
```
26
C7H15IO2S, DFT wB97M-V/def2-TZVPD
C 1.260 0.598 -1.785
C 1.937 2.331 0.052
C 1.849 -0.213 0.534
C -1.685 -2.101 -0.813
C -2.011 -1.410 1.706
C 1.336 0.956 -0.300
C -2.207 -1.207 0.244
O -0.638 1.346 1.847
O -1.244 1.992 -0.499
S -0.613 1.039 0.383
I -3.889 0.047 -0.224
H 1.446 -0.447 -1.976
H 0.289 0.767 -2.226
H 2.114 1.143 -2.173
H 2.005 2.516 1.081
H 1.398 3.082 -0.459
H 2.907 2.292 -0.389
H 1.668 -1.173 0.193
H 3.005 -0.234 0.500
H 1.591 -0.001 1.531
H -2.236 -1.948 -1.769
H -1.740 -3.124 -0.489
H -0.689 -1.699 -1.121
H -1.047 -1.844 1.932
H -2.128 -0.401 2.215
H -2.680 -2.306 2.006
```

Its frontier orbital gap (spin up / spin down) is 7.8 / 6.5 eV. The HOMO energy (spin up / spin down) is -0.3000 / -0.2840 Eh. For the energy above the lowest of the compared OMol25 structures with the same formula, charge and spin, the calculation gives 78.0 kcal/mol. Its electronic energy is -30529.6125 eV.

These are the Löwdin partial charges, in e, on atoms 1 to 5:
1. C -0.06
2. C -0.05
3. C -0.09
4. C -0.16
5. C -0.22

***

# C8H19N3O3P

2 unconnected molecules or ions with the total composition C8H19N3O3P at a distorted geometry (wB97M-V/def2-TZVPD, the Open Molecules 2025 dataset).

Geometry as XYZ:
```
34
C8H19N3O3P, DFT wB97M-V/def2-TZVPD
N -2.887 -2.086 -1.474
C -3.348 -0.845 -1.039
N -4.578 -0.626 -0.184
C -4.084 -0.033 1.153
C -3.192 1.335 0.794
C -1.895 0.826 -0.099
P -0.633 2.199 -0.512
O -1.203 2.884 -2.045
O 0.877 1.346 -0.869
N -2.459 0.347 -1.453
H -2.327 -2.653 -0.795
H -3.027 -2.424 -2.462
H -5.126 0.182 -0.605
H -5.023 0.237 1.839
H -3.373 -0.804 1.691
H -3.889 2.083 0.180
H -2.829 1.811 1.814
H -1.425 -0.079 0.482
H -2.207 2.955 -1.961
H 0.762 0.756 -1.679
H -1.595 -0.046 -1.933
C 3.376 0.183 0.849
C 4.718 0.119 0.167
C 5.328 -1.121 0.784
O 4.244 -2.005 1.100
C 3.013 -1.281 0.972
H 2.630 0.762 0.299
H 3.487 0.625 1.847
H 4.579 -0.029 -0.910
H 5.329 1.013 0.314
H 5.849 -0.885 1.718
H 6.029 -1.623 0.111
H 2.506 -1.641 0.070
H 2.374 -1.484 1.835
```

Its frontier orbital gap is 4.8 eV. The HOMO energy is -0.4172 Eh. For the energy above the lowest of the compared OMol25 structures with the same formula, charge and spin, the calculation gives 112.7 kcal/mol. Its electronic energy is -28494.4676 eV. Its charge is +1.

These are the Löwdin partial charges, in e, on atoms 1 to 5:
1. N 0.12
2. C -0.13
3. N 0.03
4. C -0.17
5. C -0.16

***

# C42H82F3MgNO37

A molecular structure, C42H82F3MgNO37 at a distorted geometry (wB97M-V/def2-TZVPD, the Open Molecules 2025 dataset).

Geometry as XYZ:
```
166
C42H82F3MgNO37, DFT wB97M-V/def2-TZVPD
Mg 13.341 -0.277 25.411
N 13.167 -3.126 23.826
O 14.127 -3.909 24.042
O 12.324 -3.391 22.936
O 13.127 -2.038 24.491
C 11.790 1.735 26.294
O 11.291 0.600 25.564
O 13.115 1.519 26.309
C 11.172 3.010 25.666
F 11.882 4.135 25.901
F 11.124 2.884 24.320
F 9.919 3.229 26.096
C 9.912 0.273 25.670
C 9.714 -1.105 25.053
H 10.320 -1.898 25.489
H 8.657 -1.332 25.216
H 9.987 -1.039 23.998
H 9.261 0.997 25.180
H 9.519 0.214 26.698
H 11.438 1.586 27.331
C 8.086 1.299 20.345
C 7.688 1.741 21.734
C 8.857 1.235 22.612
O 9.919 0.989 21.663
C 9.576 1.549 20.395
H 7.605 1.866 19.543
H 7.849 0.235 20.259
H 6.714 1.372 22.059
H 7.602 2.827 21.851
H 8.587 0.260 23.017
H 9.101 1.992 23.351
H 10.160 1.045 19.623
H 9.784 2.619 20.269
C 10.251 3.391 30.127
C 10.714 2.105 30.805
C 10.015 1.019 29.966
O 8.774 1.644 29.618
C 8.776 3.039 29.938
H 10.792 3.399 29.178
H 10.384 4.272 30.750
H 10.388 2.115 31.846
H 11.789 1.927 30.712
H 9.817 0.151 30.595
H 10.603 0.770 29.077
H 8.198 3.156 30.857
H 8.350 3.538 29.067
C 5.050 -0.155 23.546
O 5.114 -0.460 24.938
C 5.955 0.248 25.675
O 6.767 1.014 25.235
O 5.824 -0.191 26.913
C 6.577 0.335 27.985
H 4.322 -0.834 23.112
H 6.005 -0.242 23.049
H 4.598 0.839 23.464
H 6.258 -0.180 28.893
H 6.425 1.392 28.200
H 7.626 0.062 27.882
C 9.736 -3.590 20.958
O 8.493 -3.351 20.274
C 7.377 -3.244 20.966
O 7.297 -3.223 22.149
O 6.336 -3.061 20.174
C 6.419 -3.124 18.755
H 10.409 -3.590 20.102
H 9.809 -4.563 21.437
H 9.990 -2.787 21.644
H 7.147 -3.848 18.395
H 6.697 -2.140 18.376
H 5.431 -3.407 18.408
C 13.672 9.316 28.227
O 13.065 8.047 28.474
C 12.045 7.728 27.677
O 11.612 8.372 26.751
O 11.445 6.664 28.213
C 10.193 6.232 27.708
H 14.285 9.515 29.098
H 12.904 10.092 28.193
H 14.194 9.320 27.275
H 9.765 7.014 27.082
H 9.596 5.970 28.576
H 10.296 5.350 27.086
C 12.788 -0.569 21.284
O 13.320 0.738 21.440
C 13.546 1.148 22.644
O 13.332 0.509 23.615
O 14.032 2.341 22.586
C 14.419 2.963 23.820
H 11.760 -0.634 21.626
H 13.391 -1.316 21.801
H 12.863 -0.848 20.236
H 14.889 2.203 24.444
H 13.554 3.313 24.376
H 15.138 3.748 23.622
C 16.698 1.766 26.680
O 17.019 0.388 26.865
C 16.311 -0.575 26.322
O 15.327 -0.464 25.612
O 16.838 -1.722 26.690
C 16.093 -2.939 26.380
H 16.654 2.106 25.644
H 17.519 2.385 27.032
H 15.766 1.947 27.213
H 15.584 -2.878 25.418
H 15.324 -2.973 27.153
H 16.805 -3.750 26.425
C 9.059 -4.809 24.975
O 9.564 -6.020 25.531
C 9.333 -6.270 26.798
O 8.813 -5.553 27.583
O 9.747 -7.492 27.035
C 9.912 -7.878 28.380
H 9.517 -4.709 23.997
H 9.384 -3.961 25.580
H 7.979 -4.789 24.872
H 9.004 -7.754 28.972
H 10.710 -7.322 28.872
H 10.152 -8.937 28.400
C 14.097 8.263 21.267
O 13.399 7.225 21.926
C 12.966 6.228 21.177
O 13.104 6.125 20.001
O 12.276 5.409 21.944
C 11.702 4.268 21.339
H 13.420 8.946 20.752
H 14.766 7.876 20.500
H 14.652 8.828 22.009
H 12.454 3.496 21.177
H 11.306 4.507 20.347
H 10.875 3.865 21.915
C 18.302 5.181 27.950
O 17.211 5.992 27.525
C 16.452 5.616 26.529
O 16.613 4.665 25.847
O 15.460 6.470 26.426
C 14.433 6.170 25.496
H 19.088 5.207 27.194
H 18.009 4.154 28.151
H 18.686 5.658 28.846
H 13.523 6.725 25.710
H 14.147 5.118 25.484
H 14.752 6.438 24.485
C 13.618 -0.162 29.535
O 12.631 -1.166 29.337
C 12.461 -1.625 28.122
O 13.076 -1.252 27.187
O 11.527 -2.514 28.051
C 10.762 -2.878 29.195
H 13.227 0.824 29.265
H 14.543 -0.295 28.980
H 13.792 -0.107 30.607
H 10.231 -2.032 29.632
H 11.367 -3.268 30.020
H 10.042 -3.644 28.932
C 6.468 -3.374 26.551
O 7.226 -2.896 27.654
C 7.015 -3.331 28.881
O 7.688 -2.965 29.815
O 5.944 -4.131 28.952
C 5.467 -4.492 30.227
H 5.407 -3.149 26.625
H 6.568 -4.454 26.474
H 6.861 -2.926 25.644
H 6.170 -5.180 30.695
H 4.472 -4.925 30.144
H 5.289 -3.653 30.907
```

Its frontier orbital gap is 9.3 eV. The HOMO energy is -0.3245 Eh. Its electronic energy is -135728.2997 eV.

These are the Löwdin partial charges, in e, on atoms 1 to 5:
1. Mg 0.64
2. N -0.51
3. O -0.01
4. O -0.01
5. O -0.10

***

# C30H28ClHgN7O2

A molecular structure, C30H28ClHgN7O2 (wB97M-V/def2-TZVPD, the Open Molecules 2025 dataset).

Geometry as XYZ:
```
69
C30H28ClHgN7O2, DFT wB97M-V/def2-TZVPD
Hg -0.379 0.310 0.034
C 4.813 -2.301 -4.291
C 4.061 -1.639 -3.169
C 4.422 -1.818 -1.834
C 3.697 -1.247 -0.810
C 2.565 -0.429 -1.027
N 1.867 0.100 0.036
C 2.609 0.569 1.101
C 3.770 1.344 0.892
C 4.529 1.852 1.922
C 4.175 1.646 3.257
C 4.956 2.258 4.387
C 3.035 0.899 3.487
C 2.281 0.357 2.450
N 1.186 -0.475 2.834
C 1.215 -1.477 3.739
C -0.084 -1.875 3.954
C -0.849 -1.033 3.126
N -0.073 -0.187 2.471
C 2.220 -0.255 -2.382
C 2.944 -0.857 -3.406
N 1.141 0.587 -2.782
C 1.192 1.608 -3.664
C -0.100 2.002 -3.910
C -0.886 1.141 -3.127
N -0.129 0.278 -2.465
H 5.853 -2.480 -4.012
H 4.814 -1.683 -5.190
H 4.377 -3.267 -4.560
H 5.284 -2.431 -1.587
H 3.999 -1.418 0.215
H 4.056 1.544 -0.133
H 5.406 2.445 1.684
H 6.003 2.397 4.111
H 4.929 1.629 5.278
H 4.560 3.237 4.667
H 2.699 0.724 4.504
H 2.153 -1.825 4.139
H -0.426 -2.662 4.603
H -1.911 -1.009 2.938
H 2.604 -0.691 -4.423
H 2.139 1.982 -4.014
H -0.428 2.819 -4.528
H -1.952 1.137 -2.957
Cl -6.780 4.236 -0.057
C -5.488 3.029 -0.036
C -5.825 1.683 -0.002
C -4.764 0.767 0.015
C -3.419 1.126 0.002
O -2.537 0.134 0.023
C -3.079 2.541 -0.042
C -1.799 3.134 -0.065
O -0.617 2.619 -0.086
C -4.186 3.452 -0.055
H -6.856 1.359 0.010
H -4.973 -0.298 0.043
H -1.831 4.235 -0.076
H -3.975 4.515 -0.083
C -1.328 -5.516 -0.991
N -0.171 -4.949 -0.310
C 0.368 -5.719 0.802
C -0.157 -3.620 -0.174
N -0.133 -2.473 -0.071
H -1.058 -6.497 -1.381
H -1.609 -4.871 -1.819
H -2.185 -5.623 -0.316
H 0.652 -6.706 0.439
H -0.362 -5.832 1.611
H 1.252 -5.218 1.190
```

Its frontier orbital gap (spin up / spin down) is 3.4 / 6.0 eV. The spin multiplicity is 2. The HOMO energy (spin up / spin down) is -0.0434 / -0.1383 Eh. For the energy above the lowest of the compared OMol25 structures with the same formula, charge and spin, the calculation gives 20.5 kcal/mol. Its electronic energy is -62786.0064 eV. Its charge is -1.

These are the Löwdin partial charges, in e, on atoms 1 to 5:
1. Hg 1.14
2. C -0.07
3. C -0.30
4. C -0.06
5. C -0.03

***

# C5H4F2O

C5H4F2O in the gas phase at a distorted geometry (wB97M-V/def2-TZVPD, the Open Molecules 2025 dataset).

Geometry as XYZ:
```
12
C5H4F2O, DFT wB97M-V/def2-TZVPD
C 2.022 0.370 -0.090
C 0.693 0.283 0.083
C -0.248 -0.881 0.077
C -1.424 -0.248 -0.110
C -1.405 1.024 0.021
H 2.621 1.261 -0.353
H -0.091 -1.383 1.128
H -0.099 -1.791 -0.635
H -2.073 1.907 -0.145
O -0.094 1.481 0.073
F 2.614 -0.968 -0.006
F -2.515 -1.054 -0.043
```

Its frontier orbital gap is 9.5 eV. The HOMO energy is -0.3171 Eh. The SMILES is F/C=C1\CC(F)=CO1. For the energy above the lowest of the compared OMol25 structures with the same formula, charge and spin, the calculation gives 53.0 kcal/mol. Its electronic energy is -12728.8620 eV.

These are the Löwdin partial charges, in e, on atoms 1 to 5:
1. C 0.03
2. C -0.20
3. C -0.08
4. C -0.37
5. C -0.02

***

# C27H36F6O3P

A molecular structure, C27H36F6O3P at a distorted geometry (wB97M-V/def2-TZVPD, the Open Molecules 2025 dataset).

Geometry as XYZ:
```
73
C27H36F6O3P, DFT wB97M-V/def2-TZVPD
C -4.103 -0.755 4.941
C -3.399 -1.656 3.874
C -2.746 -0.852 2.729
C -2.151 -1.746 1.687
O -1.337 -0.894 0.775
P 0.069 -0.680 0.161
O 0.902 -1.881 -0.232
C 2.113 -2.908 -0.399
C 3.449 -2.200 -0.517
C 4.612 -3.147 -0.807
C 4.929 -4.112 0.293
O 1.065 0.367 0.787
C 1.801 0.844 1.988
C 2.502 2.145 1.669
C 3.337 2.640 2.815
C 4.094 3.896 2.454
H -4.629 -1.396 5.683
H -3.351 -0.135 5.471
H -4.843 -0.089 4.444
H -2.627 -2.270 4.391
H -4.155 -2.352 3.454
H -3.518 -0.202 2.292
H -1.988 -0.200 3.191
H -1.434 -2.419 2.119
H -2.920 -2.302 1.134
H 2.001 -3.463 0.522
H 1.934 -3.590 -1.251
H 3.371 -1.451 -1.316
H 3.632 -1.654 0.417
H 4.377 -3.674 -1.725
H 5.475 -2.530 -1.038
H 5.819 -4.674 0.052
H 5.107 -3.609 1.232
H 4.135 -4.828 0.447
H 1.049 0.938 2.770
H 2.492 0.040 2.250
H 3.120 1.987 0.782
H 1.743 2.885 1.398
H 2.684 2.824 3.667
H 4.027 1.853 3.115
H 4.703 4.242 3.283
H 4.756 3.731 1.603
H 3.415 4.702 2.182
F -3.763 -2.812 -5.962
C -2.399 -2.681 -5.995
F -1.859 -3.936 -6.048
F -2.073 -2.023 -7.153
C -1.884 -1.917 -4.808
C -0.904 -2.460 -3.994
C -0.491 -1.775 -2.858
C -0.994 -0.527 -2.466
C -0.557 0.148 -1.230
C -1.013 1.526 -0.970
C -2.396 1.795 -0.999
C -2.868 3.113 -0.841
C -1.952 4.117 -0.524
C -2.440 5.519 -0.258
F -1.842 6.104 0.823
F -2.156 6.321 -1.333
F -3.784 5.620 -0.038
C -0.597 3.844 -0.443
C -0.144 2.566 -0.674
C -1.955 0.036 -3.350
C -2.390 -0.658 -4.492
H -0.465 -3.425 -4.226
H 0.332 -2.224 -2.314
H 0.622 0.062 -1.181
H -3.146 1.026 -1.262
H -3.930 3.345 -0.935
H 0.094 4.624 -0.178
H 0.922 2.373 -0.703
H -2.330 1.072 -3.237
H -3.148 -0.201 -5.137
```

Its frontier orbital gap is 9.3 eV. The HOMO energy is -0.4336 Eh. For the energy above the lowest of the compared OMol25 structures with the same formula, charge and spin, the calculation gives 0.0 kcal/mol. Its electronic energy is -60313.5149 eV. Its charge is +1.

These are the Löwdin partial charges, in e, on atoms 1 to 5:
1. C -0.11
2. C -0.26
3. C -0.21
4. C -0.13
5. O -0.15